--- a ---
{"formula": "C64H176N16O16", "method": "ωB97M-V/def2-TZVPD", "e_homo_ev": -8.558, "orbital_gap_ev": 8.81, "elements": ["C", "C", "C", "O", "C", "N", "H", "H", "H", "H", "H", "H", "H", "H", "H", "H", "H", "C", "C", "C", "O", "C", "N", "H", "H", "H", "H", "H", "H", "H", "H", "H", "H", "H", "C", "C", "C", "O", "C", "N", "H", "H", "H", "H", "H", "H", "H", "H", "H", "H", "H", "C", "C", "C", "O", "C", "N", "H", "H", "H", "H", "H", "H", "H", "H", "H", "H", "H", "C", "C", "C", "O", "C", "N", "H", "H", "H", "H", "H", "H", "H", "H", "H", "H", "H", "C", "C", "C", "O", "C", "N", "H", "H", "H", "H", "H", "H", "H", "H", "H", "H", "H", "C", "C", "C", "O", "C", "N", "H", "H", "H", "H", "H", "H", "H", "H", "H", "H", "H", "C", "C", "C", "O", "C", "N", "H", "H", "H", "H", "H", "H", "H", "H", "H", "H", "H", "C", "C", "C", "O", "C", "N", "H", "H", "H", "H", "H", "H", "H", "H", "H", "H", "H", "C", "C", "C", "O", "C", "N", "H", "H", "H", "H", "H", "H", "H", "H", "H", "H", "H", "C", "C", "C", "O", "C", "N", "H", "H", "H", "H", "H", "H", "H", "H", "H", "H", "H", "C", "C", "C", "O", "C", "N", "H", "H", "H", "H", "H", "H", "H", "H", "H", "H", "H", "C", "C", "C", "O", "C", "N", "H", "H", "H", "H", "H", "H", "H", "H", "H", "H", "H", "C", "C", "C", "O", "C", "N", "H", "H", "H", "H", "H", "H", "H", "H", "H", "H", "H", "C", "C", "C", "O", "C", "N", "H", "H", "H", "H", "H", "H", "H", "H", "H", "H", "H", "C", "C", "C", "O", "C", "N", "H", "H", "H", "H", "H", "H", "H", "H", "H", "H", "H"], "xyz": [[-4.352, -0.595, -2.369], [-4.489, -1.807, -1.565], [-4.682, -1.455, -0.059], [-5.239, -2.503, 0.727], [-4.314, -3.616, 0.940], [-5.621, -2.563, -2.178], [-3.525, 0.020, -2.014], [-5.231, 0.031, -2.528], [-4.163, -0.979, -3.371], [-3.640, -2.479, -1.693], [-5.345, -0.590, -0.038], [-3.776, -1.030, 0.373], [-4.884, -4.306, 1.561], [-3.409, -3.309, 1.465], [-3.983, -4.089, 0.015], [-6.353, -1.911, -2.418], [-5.991, -3.040, -1.368], [-2.891, -7.483, -2.424], [-1.740, -6.540, -2.109], [-1.567, -5.311, -2.983], [-0.363, -4.671, -2.734], [-0.337, -3.402, -3.264], [-1.910, -6.101, -0.732], [-2.605, -8.147, -3.240], [-3.773, -6.938, -2.761], [-3.176, -8.132, -1.597], [-0.806, -7.100, -2.068], [-2.414, -4.640, -2.840], [-1.599, -5.614, -4.030], [0.592, -2.969, -2.893], [-1.202, -2.877, -2.860], [-0.295, -3.378, -4.353], [-1.151, -5.545, -0.365], [-2.721, -5.519, -0.580], [3.494, 2.144, -3.507], [3.846, 1.188, -4.636], [2.896, 0.082, -4.856], [3.353, -0.627, -6.029], [2.387, -1.451, -6.604], [3.934, 2.134, -5.725], [2.571, 2.716, -3.603], [4.372, 2.758, -3.308], [3.449, 1.622, -2.551], [4.829, 0.729, -4.529], [1.922, 0.507, -5.100], [2.865, -0.647, -4.046], [2.844, -2.346, -7.026], [1.849, -0.901, -7.376], [1.642, -1.795, -5.886], [4.108, 1.635, -6.586], [3.006, 2.493, -5.895], [-5.568, 2.798, -0.288], [-6.295, 3.735, 0.675], [-7.785, 3.354, 0.945], [-8.365, 4.140, 2.008], [-8.530, 5.506, 1.631], [-5.461, 3.746, 1.843], [-6.059, 2.642, -1.248], [-5.577, 1.787, 0.121], [-4.511, 2.974, -0.488], [-6.239, 4.748, 0.276], [-7.874, 2.336, 1.325], [-8.298, 3.291, -0.016], [-8.906, 5.602, 0.612], [-7.567, 6.014, 1.675], [-9.248, 5.977, 2.302], [-6.090, 3.817, 2.630], [-5.138, 2.844, 2.160], [-2.661, 1.863, 3.574], [-3.516, 0.778, 2.889], [-3.189, -0.721, 3.293], [-1.798, -0.947, 3.000], [-1.425, -2.204, 3.548], [-4.871, 1.092, 3.221], [-2.798, 2.853, 3.138], [-1.626, 1.579, 3.382], [-2.730, 1.932, 4.659], [-3.344, 0.926, 1.823], [-3.837, -1.440, 2.792], [-3.494, -0.946, 4.315], [-0.378, -2.352, 3.283], [-2.028, -3.063, 3.253], [-1.511, -2.203, 4.635], [-4.909, 1.092, 4.231], [-5.510, 0.339, 3.007], [3.968, -4.013, -3.999], [3.688, -5.434, -3.459], [4.018, -6.528, -4.502], [3.120, -6.415, -5.597], [1.714, -6.479, -5.382], [4.443, -5.643, -2.215], [3.663, -3.296, -3.237], [3.419, -3.768, -4.909], [5.029, -3.887, -4.212], [2.637, -5.470, -3.175], [3.980, -7.497, -4.005], [5.059, -6.411, -4.802], [1.362, -5.483, -5.113], [1.437, -7.176, -4.592], [1.135, -6.755, -6.264], [4.452, -6.631, -2.004], [4.025, -5.202, -1.408], [-4.924, 6.135, 4.167], [-3.972, 6.672, 3.124], [-2.637, 5.899, 2.936], [-1.647, 6.652, 2.205], [-0.316, 6.108, 2.194], [-4.775, 6.584, 1.872], [-5.731, 6.856, 4.293], [-4.470, 5.962, 5.143], [-5.464, 5.217, 3.938], [-3.780, 7.718, 3.363], [-2.857, 5.015, 2.337], [-2.139, 5.605, 3.860], [0.144, 6.162, 3.181], [0.230, 6.671, 1.437], [-0.278, 5.059, 1.900], [-4.074, 6.591, 1.144], [-5.046, 5.617, 1.758], [0.453, -10.590, 1.561], [0.713, -9.458, 2.551], [-0.364, -8.381, 2.520], [-0.035, -7.283, 3.415], [-0.661, -6.033, 3.148], [0.969, -10.027, 3.834], [-0.437, -11.172, 1.800], [1.361, -11.174, 1.414], [0.254, -10.151, 0.583], [1.688, -9.111, 2.209], [-1.345, -8.741, 2.831], [-0.533, -8.025, 1.503], [-0.064, -5.214, 3.549], [-1.617, -5.965, 3.668], [-0.849, -5.839, 2.092], [0.825, -9.348, 4.567], [0.263, -10.703, 4.088], [1.487, -5.896, -0.136], [1.325, -4.491, 0.546], [2.523, -3.584, 0.344], [3.699, -4.269, 0.804], [4.922, -3.622, 0.575], [0.077, -3.932, 0.039], [2.437, -6.306, 0.206], [1.375, -5.792, -1.215], [0.675, -6.571, 0.135], [1.204, -4.574, 1.626], [2.432, -2.694, 0.966], [2.674, -3.377, -0.716], [5.077, -3.469, -0.493], [5.728, -4.295, 0.869], [5.058, -2.700, 1.141], [-0.009, -4.001, -0.965], [0.079, -2.944, 0.248], [2.390, 4.924, -0.205], [2.979, 6.314, -0.370], [4.178, 6.368, -1.317], [5.330, 5.808, -0.627], [5.623, 4.434, -0.988], [1.953, 7.090, -0.939], [3.018, 4.283, 0.413], [2.251, 4.387, -1.143], [1.403, 4.938, 0.257], [3.190, 6.700, 0.628], [4.386, 7.435, -1.390], [4.039, 5.975, -2.324], [5.779, 4.256, -2.052], [5.074, 3.640, -0.483], [6.644, 4.309, -0.626], [2.121, 7.907, -0.369], [2.206, 7.368, -1.876], [-4.283, 2.584, -4.172], [-4.603, 1.858, -5.505], [-3.388, 1.092, -6.103], [-2.916, 0.157, -5.156], [-1.661, -0.463, -5.523], [-5.645, 0.998, -5.250], [-3.786, 1.992, -3.403], [-5.182, 3.009, -3.726], [-3.641, 3.449, -4.340], [-4.909, 2.482, -6.344], [-2.613, 1.834, -6.295], [-3.540, 0.639, -7.083], [-0.914, 0.286, -5.262], [-1.498, -0.626, -6.588], [-1.314, -1.314, -4.938], [-5.897, 0.452, -6.061], [-5.088, 0.408, -4.649], [-2.872, 6.618, -1.932], [-1.498, 6.326, -1.458], [-0.596, 5.542, -2.507], [-1.201, 4.322, -2.817], [-0.342, 3.279, -3.359], [-0.832, 7.565, -1.091], [-3.459, 5.722, -2.130], [-2.829, 7.095, -2.911], [-3.322, 7.306, -1.216], [-1.603, 5.651, -0.608], [0.414, 5.357, -2.143], [-0.280, 6.069, -3.407], [0.291, 3.577, -4.195], [-1.011, 2.475, -3.667], [0.288, 2.887, -2.560], [-1.240, 7.922, -0.238], [0.128, 7.290, -0.936], [5.307, 0.384, -0.759], [4.538, 0.448, 0.586], [5.446, 0.936, 1.778], [5.812, 2.317, 1.667], [6.949, 2.703, 2.398], [3.431, 1.353, 0.418], [4.764, -0.067, -1.589], [6.200, -0.191, -0.515], [5.726, 1.314, -1.142], [4.172, -0.513, 0.948], [6.196, 0.149, 1.848], [4.921, 0.913, 2.733], [7.829, 2.242, 1.950], [7.032, 2.641, 3.483], [7.132, 3.765, 2.231], [3.759, 2.282, 0.641], [2.929, 1.317, 1.293], [3.165, -1.963, 3.888], [3.027, -1.387, 5.268], [3.517, -2.273, 6.399], [4.937, -2.372, 6.232], [5.481, -3.256, 7.152], [3.742, -0.121, 5.272], [4.199, -2.202, 3.640], [2.742, -1.333, 3.106], [2.504, -2.827, 3.809], [1.987, -1.161, 5.502], [3.016, -3.240, 6.347], [3.275, -1.928, 7.404], [4.876, -4.162, 7.117], [5.572, -2.740, 8.108], [6.517, -3.368, 6.831], [4.663, -0.449, 5.526], [3.521, 0.458, 6.070], [0.822, 2.704, 5.021], [1.429, 2.549, 3.680], [2.751, 3.303, 3.599], [2.357, 4.664, 3.505], [3.502, 5.510, 3.241], [1.679, 1.121, 3.402], [0.826, 3.762, 5.283], [1.445, 2.154, 5.726], [-0.167, 2.249, 5.076], [0.844, 2.981, 2.869], [3.412, 2.955, 2.805], [3.365, 3.238, 4.497], [4.179, 5.080, 2.503], [3.976, 5.716, 4.201], [3.109, 6.483, 2.946], [2.347, 0.747, 4.060], [0.880, 0.514, 3.518], [1.193, -0.519, -1.077], [0.597, -0.222, 0.318], [0.024, 1.235, 0.562], [-1.183, 1.499, -0.249], [-1.735, 2.787, -0.122], [-0.514, -1.164, 0.424], [0.457, -0.645, -1.871], [1.626, -1.516, -1.004], [1.920, 0.191, -1.471], [1.266, -0.459, 1.146], [0.795, 1.992, 0.421], [-0.290, 1.434, 1.587], [-2.158, 2.971, 0.865], [-2.398, 2.966, -0.969], [-0.948, 3.536, -0.217], [-0.857, -0.952, 1.350], [-1.232, -0.748, -0.151]], "mulliken_charge": [-1.783, 2.325, 0.619, -0.502, -0.579, -0.848, -0.237, 0.678, 0.425, -1.019, -0.324, -0.413, 0.384, 0.136, 0.181, 0.338, 0.345, -1.827, 1.078, -1.044, 0.539, -0.847, -0.383, 0.442, 0.367, 0.396, 0.248, 0.272, 0.210, 0.015, -0.039, 0.646, -0.159, 0.126, 0.140, 0.160, 0.365, -0.452, -0.457, -0.798, -0.014, 0.118, -0.660, 0.501, -0.015, -0.077, 0.295, 0.339, -0.042, 0.329, 0.253, -1.764, 0.872, -0.808, -0.400, -0.636, 0.533, 0.619, -0.068, 0.114, 0.507, 0.257, 0.520, 0.320, 0.199, 0.268, 0.295, -0.668, -0.129, 2.237, -1.124, -0.376, -0.968, -0.548, -0.768, -0.818, 0.899, -1.038, 0.305, 0.506, 0.031, 0.313, 0.452, 0.312, 0.260, -1.164, 2.203, -0.868, -0.412, -0.558, -0.712, -0.019, 0.203, 0.417, -0.891, 0.443, 0.326, 0.047, 0.322, 0.397, 0.283, -0.014, -1.477, 0.408, 0.260, -0.491, -0.308, -0.783, 0.339, 0.411, 0.181, 0.432, -0.531, 0.485, 0.461, 0.074, -0.082, 0.188, 0.211, -1.397, 0.584, -0.231, -0.417, -0.441, -0.697, 0.393, 0.371, 0.332, 0.054, 0.333, -0.102, 0.114, 0.518, 0.108, 0.285, 0.279, -0.130, 1.141, 1.647, -0.655, -0.395, 0.490, 0.654, -0.654, -0.525, 0.029, -0.677, -0.393, 0.209, 0.437, -0.087, -0.193, -0.259, 1.207, -0.336, -1.076, -0.413, -0.560, -0.342, -0.559, -0.160, -0.560, 0.191, 0.410, 0.498, 0.373, 0.147, 0.320, 0.329, 0.254, -0.507, 0.087, -0.875, -0.010, -0.724, -0.750, -0.420, 0.406, 0.393, 0.496, 0.425, 0.467, 0.271, 0.427, -0.038, 0.292, 0.227, -1.720, 2.340, -0.392, -0.017, -0.057, -0.789, 0.163, 0.391, 0.485, -0.823, -0.657, 0.539, 0.587, -0.381, -0.175, 0.446, 0.262, -1.597, 2.195, -1.405, 0.134, -1.137, 2.256, 0.181, 0.589, 0.009, -0.707, 0.811, 0.336, 0.370, 0.341, 0.278, -1.224, -1.353, -0.221, 0.187, -1.217, -0.352, -0.836, -0.517, 0.392, -0.541, 0.274, 0.318, 0.503, 0.514, 0.328, 0.314, 0.243, 0.343, 0.182, -1.664, 1.565, -0.482, -0.217, -0.881, 1.299, 0.398, 0.287, 0.275, -0.604, -0.115, 0.481, 0.308, 0.329, 0.247, -0.623, -0.403, -0.433, 2.244, 0.371, -0.113, 1.681, 0.250, 0.460, -0.747, -0.511, -0.141, 0.004, -0.630, -0.290, -0.320, -0.955, -0.913, -0.200]}

---

--- b ---
{"formula": "C64H176N16O16", "method": "ωB97M-V/def2-TZVPD", "e_homo_ev": -7.869, "orbital_gap_ev": 8.19, "elements": ["C", "C", "C", "O", "C", "N", "H", "H", "H", "H", "H", "H", "H", "H", "H", "H", "H", "C", "C", "C", "O", "C", "N", "H", "H", "H", "H", "H", "H", "H", "H", "H", "H", "H", "C", "C", "C", "O", "C", "N", "H", "H", "H", "H", "H", "H", "H", "H", "H", "H", "H", "C", "C", "C", "O", "C", "N", "H", "H", "H", "H", "H", "H", "H", "H", "H", "H", "H", "C", "C", "C", "O", "C", "N", "H", "H", "H", "H", "H", "H", "H", "H", "H", "H", "H", "C", "C", "C", "O", "C", "N", "H", "H", "H", "H", "H", "H", "H", "H", "H", "H", "H", "C", "C", "C", "O", "C", "N", "H", "H", "H", "H", "H", "H", "H", "H", "H", "H", "H", "C", "C", "C", "O", "C", "N", "H", "H", "H", "H", "H", "H", "H", "H", "H", "H", "H", "C", "C", "C", "O", "C", "N", "H", "H", "H", "H", "H", "H", "H", "H", "H", "H", "H", "C", "C", "C", "O", "C", "N", "H", "H", "H", "H", "H", "H", "H", "H", "H", "H", "H", "C", "C", "C", "O", "C", "N", "H", "H", "H", "H", "H", "H", "H", "H", "H", "H", "H", "C", "C", "C", "O", "C", "N", "H", "H", "H", "H", "H", "H", "H", "H", "H", "H", "H", "C", "C", "C", "O", "C", "N", "H", "H", "H", "H", "H", "H", "H", "H", "H", "H", "H", "C", "C", "C", "O", "C", "N", "H", "H", "H", "H", "H", "H", "H", "H", "H", "H", "H", "C", "C", "C", "O", "C", "N", "H", "H", "H", "H", "H", "H", "H", "H", "H", "H", "H", "C", "C", "C", "O", "C", "N", "H", "H", "H", "H", "H", "H", "H", "H", "H", "H", "H"], "xyz": [[-7.196, -3.553, 0.431], [-5.963, -2.728, 0.276], [-5.655, -2.242, -1.159], [-4.408, -1.449, -1.267], [-4.123, -1.031, -2.609], [-6.167, -1.604, 1.088], [-7.095, -4.441, -0.193], [-8.089, -3.015, 0.112], [-7.398, -3.971, 1.417], [-5.080, -3.304, 0.554], [-6.502, -1.657, -1.518], [-5.777, -3.136, -1.770], [-3.897, -1.974, -3.107], [-3.267, -0.367, -2.727], [-4.989, -0.634, -3.138], [-7.052, -1.147, 0.921], [-5.417, -0.992, 0.802], [0.583, 7.353, 2.461], [1.807, 6.898, 1.676], [3.058, 6.661, 2.603], [3.483, 7.828, 3.240], [4.163, 8.752, 2.341], [1.423, 5.690, 1.031], [0.062, 6.558, 2.994], [-0.179, 7.668, 1.748], [0.785, 8.265, 3.024], [1.989, 7.596, 0.859], [3.876, 6.304, 1.977], [2.763, 5.905, 3.331], [3.379, 9.218, 1.743], [4.989, 8.334, 1.765], [4.649, 9.539, 2.917], [1.977, 5.511, 0.205], [0.479, 5.821, 0.699], [0.198, 3.030, -4.454], [0.023, 1.482, -4.480], [0.891, 1.007, -5.695], [0.363, 1.606, -6.918], [0.969, 1.069, -8.048], [0.487, 0.782, -3.320], [1.242, 3.317, -4.329], [-0.358, 3.487, -3.636], [-0.124, 3.506, -5.381], [-1.023, 1.242, -4.675], [0.914, -0.081, -5.754], [1.927, 1.321, -5.569], [0.575, 0.103, -8.362], [2.057, 1.049, -7.997], [0.715, 1.826, -8.790], [0.081, 1.205, -2.498], [0.139, -0.159, -3.438], [3.015, 0.786, 7.241], [2.794, -0.172, 6.098], [1.452, -0.981, 6.062], [1.452, -1.800, 4.937], [0.238, -2.512, 4.856], [2.854, 0.700, 4.928], [3.817, 1.522, 7.200], [3.095, 0.243, 8.183], [2.054, 1.274, 7.404], [3.540, -0.966, 6.053], [0.603, -0.325, 5.870], [1.298, -1.502, 7.007], [-0.473, -2.038, 4.180], [-0.279, -2.789, 5.775], [0.384, -3.458, 4.333], [2.829, 0.171, 4.067], [2.051, 1.312, 4.936], [0.992, -5.537, 0.140], [1.783, -6.041, 1.334], [3.304, -5.869, 1.300], [3.947, -6.908, 0.599], [5.389, -6.869, 0.598], [1.169, -5.268, 2.423], [1.275, -6.011, -0.800], [1.135, -4.474, -0.057], [-0.095, -5.552, 0.221], [1.473, -7.030, 1.669], [3.663, -5.811, 2.328], [3.584, -4.882, 0.930], [5.707, -6.036, -0.029], [5.636, -7.812, 0.110], [5.728, -6.830, 1.633], [0.226, -5.569, 2.624], [1.695, -5.490, 3.255], [-0.685, 5.714, -2.001], [-1.185, 7.179, -2.018], [-1.904, 7.570, -3.342], [-2.362, 8.871, -3.304], [-2.019, 9.700, -4.464], [-1.803, 7.424, -0.763], [0.201, 5.557, -2.616], [-1.468, 5.066, -2.394], [-0.404, 5.419, -0.990], [-0.285, 7.782, -1.899], [-2.790, 6.947, -3.469], [-1.256, 7.419, -4.206], [-2.471, 10.690, -4.397], [-2.540, 9.269, -5.319], [-0.956, 9.735, -4.700], [-2.081, 8.389, -0.874], [-2.717, 6.993, -0.746], [-0.857, 4.093, 3.290], [0.420, 3.794, 4.112], [0.214, 2.841, 5.272], [-0.921, 3.155, 6.099], [-0.821, 4.380, 6.777], [1.511, 3.274, 3.294], [-0.558, 4.734, 2.462], [-1.626, 4.574, 3.895], [-1.357, 3.181, 2.962], [0.721, 4.728, 4.586], [1.110, 2.773, 5.888], [0.106, 1.818, 4.913], [-0.590, 5.278, 6.204], [0.023, 4.232, 7.451], [-1.669, 4.598, 7.426], [1.362, 2.350, 2.915], [1.443, 3.807, 2.438], [-3.801, 3.108, 1.223], [-4.605, 2.044, 0.341], [-4.648, 2.424, -1.103], [-3.333, 2.370, -1.775], [-3.294, 2.720, -3.163], [-4.054, 0.711, 0.643], [-4.394, 4.019, 1.145], [-2.817, 3.259, 0.777], [-3.718, 2.756, 2.251], [-5.615, 2.025, 0.751], [-5.078, 3.393, -1.357], [-5.298, 1.709, -1.606], [-3.452, 3.798, -3.196], [-4.191, 2.326, -3.641], [-2.426, 2.425, -3.752], [-3.059, 0.886, 0.655], [-4.122, 0.096, -0.155], [-3.610, -2.600, 4.277], [-4.450, -1.468, 4.771], [-3.782, -0.139, 4.531], [-4.452, 0.886, 5.272], [-4.013, 0.924, 6.632], [-5.789, -1.538, 4.160], [-4.123, -3.547, 4.445], [-2.677, -2.636, 4.840], [-3.346, -2.440, 3.232], [-4.593, -1.623, 5.840], [-3.862, 0.095, 3.469], [-2.736, -0.341, 4.761], [-2.966, 1.203, 6.749], [-4.213, -0.003, 7.170], [-4.460, 1.712, 7.238], [-6.334, -0.727, 4.415], [-5.713, -1.459, 3.156], [-3.370, -6.626, -5.850], [-2.360, -7.113, -4.771], [-2.734, -6.620, -3.378], [-2.651, -5.219, -3.211], [-2.699, -4.790, -1.816], [-2.314, -8.560, -4.862], [-3.022, -7.065, -6.785], [-3.429, -5.540, -5.921], [-4.351, -7.056, -5.648], [-1.363, -6.768, -5.045], [-1.921, -7.062, -2.802], [-3.666, -7.077, -3.048], [-1.886, -5.160, -1.192], [-3.558, -5.167, -1.260], [-2.867, -3.714, -1.771], [-2.089, -8.795, -5.818], [-1.537, -8.789, -4.258], [3.656, -1.752, 0.617], [3.559, -1.744, 2.074], [4.676, -0.940, 2.715], [5.980, -1.443, 2.380], [6.991, -0.407, 2.307], [2.218, -1.188, 2.482], [3.023, -2.557, 0.243], [4.655, -2.002, 0.261], [3.441, -0.828, 0.079], [3.763, -2.771, 2.379], [4.594, -1.005, 3.800], [4.554, 0.114, 2.468], [6.620, 0.461, 1.762], [7.887, -0.806, 1.831], [7.306, -0.035, 3.282], [2.082, -1.328, 3.473], [1.537, -1.743, 1.984], [-2.664, -5.538, 2.240], [-2.900, -6.967, 2.650], [-3.084, -7.858, 1.378], [-1.968, -7.647, 0.546], [-1.732, -8.791, -0.335], [-1.676, -7.277, 3.434], [-2.624, -4.903, 3.125], [-3.403, -5.169, 1.529], [-1.746, -5.380, 1.675], [-3.798, -7.172, 3.232], [-3.981, -7.658, 0.792], [-3.058, -8.913, 1.651], [-2.688, -9.031, -0.801], [-1.284, -9.600, 0.242], [-1.095, -8.567, -1.191], [-1.775, -8.266, 3.614], [-0.906, -7.114, 2.801], [1.149, -2.909, -2.487], [0.618, -2.616, -3.913], [0.321, -3.861, -4.772], [-0.250, -3.397, -6.015], [-0.380, -4.451, -6.983], [-0.637, -1.937, -3.571], [1.215, -2.033, -1.841], [2.083, -3.470, -2.517], [0.445, -3.520, -1.923], [1.207, -1.866, -4.442], [-0.320, -4.676, -4.435], [1.260, -4.358, -5.014], [0.619, -4.755, -7.294], [-0.902, -4.145, -7.890], [-0.928, -5.289, -6.552], [-0.869, -1.502, -4.452], [-1.342, -2.645, -3.420], [-0.402, 2.199, -0.073], [-0.298, 1.072, 0.977], [-0.727, -0.256, 0.298], [-0.632, -1.344, 1.214], [-1.114, -2.555, 0.706], [1.080, 1.002, 1.383], [-0.608, 3.160, 0.398], [-1.227, 2.044, -0.768], [0.570, 2.347, -0.543], [-0.893, 1.186, 1.883], [-0.151, -0.489, -0.598], [-1.744, -0.137, -0.076], [-1.962, -2.222, 0.107], [-1.418, -3.176, 1.549], [-0.333, -2.974, 0.071], [1.505, 0.837, 0.482], [1.335, 0.137, 1.839], [5.624, 1.465, -2.085], [4.441, 1.341, -2.994], [4.454, 0.103, -3.907], [4.552, -1.100, -3.188], [4.599, -2.308, -3.950], [3.202, 1.431, -2.154], [6.564, 1.365, -2.627], [5.689, 0.805, -1.221], [5.639, 2.506, -1.763], [4.407, 2.193, -3.673], [5.289, 0.120, -4.609], [3.562, 0.228, -4.520], [4.719, -3.081, -3.191], [5.462, -2.296, -4.616], [3.675, -2.518, -4.489], [3.300, 0.647, -1.523], [2.440, 1.156, -2.757], [3.186, 6.372, -2.467], [3.672, 5.003, -1.965], [4.691, 5.103, -0.820], [5.880, 5.408, -1.380], [6.879, 5.895, -0.471], [2.465, 4.312, -1.472], [4.071, 6.934, -2.765], [2.727, 6.932, -1.652], [2.490, 6.200, -3.288], [4.103, 4.311, -2.689], [4.819, 4.164, -0.282], [4.386, 5.872, -0.110], [7.255, 5.079, 0.146], [6.492, 6.692, 0.166], [7.694, 6.186, -1.134], [2.683, 3.370, -1.179], [1.887, 4.027, -2.249]], "mulliken_charge": [-1.853, 1.485, -1.035, -0.029, -0.673, -0.438, 0.442, 0.402, 0.388, -0.617, 0.325, 0.459, 0.219, -0.169, 0.442, 0.264, 0.111, -1.558, 0.988, -0.199, -0.460, -0.421, 1.243, 0.163, 0.365, 0.432, 0.324, 0.196, 0.016, 0.267, 0.013, 0.306, -0.950, -0.575, -1.390, 0.516, -0.569, -0.419, -0.832, 1.850, 0.476, -0.272, 0.586, 0.495, 0.525, 0.089, 0.254, 0.317, 0.328, -0.804, -1.008, -1.674, 0.537, -0.592, -0.558, -0.459, -0.458, 0.373, 0.451, 0.323, 0.487, 0.111, 0.404, 0.047, 0.649, -0.213, -0.020, -0.265, 0.741, 0.530, -0.819, -0.417, -0.721, -0.205, 0.667, -1.080, -0.886, 0.475, 0.508, 0.141, 0.255, 0.272, 0.311, -0.355, 0.284, 1.001, 0.038, -0.716, -0.384, -0.750, -0.407, -0.171, -0.202, -0.845, 0.190, 0.090, 0.511, 0.266, 0.322, 0.312, 0.367, 0.206, -0.608, 1.595, -1.243, -0.127, -0.872, -0.307, -0.213, 0.617, -0.339, 0.574, 0.315, -0.152, 0.274, 0.354, 0.271, -0.069, -0.066, -1.160, 0.463, -1.524, 0.573, -0.905, -0.019, 0.616, 0.040, 0.261, 0.525, 0.550, 0.371, 0.151, 0.468, 0.069, -0.475, -0.028, -1.275, 0.343, 0.622, -0.467, -0.516, -0.762, 0.491, 0.385, -0.009, 0.531, -0.135, -0.196, 0.071, 0.262, 0.355, 0.362, 0.071, -1.788, 0.763, -0.694, -0.184, 0.305, -0.740, 0.514, 0.292, 0.425, 0.270, -0.058, 0.465, -0.253, 0.438, -0.415, 0.308, 0.306, -0.678, 1.796, -1.442, -0.416, -0.660, 0.401, -0.630, 0.775, -0.297, 0.170, 0.072, 0.651, 0.238, 0.276, 0.301, 0.440, -0.815, 0.124, 0.199, -0.938, 0.165, -1.106, -0.658, 0.344, 0.152, -0.815, 0.471, 0.380, 0.499, 0.441, 0.350, 0.172, 0.322, 0.204, -0.506, 1.199, -0.877, -0.329, -0.444, -0.527, -0.212, 0.498, -0.605, 0.058, 0.066, 0.688, 0.364, 0.260, -0.123, 0.198, -0.158, 1.538, 2.432, 0.443, 0.474, 0.869, 0.037, -0.928, -0.188, -0.655, 0.254, -0.396, -0.972, 0.091, -0.415, -0.873, -0.276, -0.326, -1.219, 0.457, -0.903, -0.068, -0.869, 0.932, 0.500, 0.159, 0.055, 0.476, 0.639, 0.110, 0.237, 0.328, 0.277, -0.080, -0.713, -1.502, 0.535, -0.425, -0.423, -0.592, 1.115, 0.518, 0.006, 0.341, 0.452, 0.582, -0.075, 0.297, 0.100, 0.306, -0.517, -0.934]}

---

Order from most stable to least stable according to the calculation: a, b